(1)
This record from OMol25 describes C6H10 in the gas phase. The level of theory is wB97M-V/def2-TZVPD.

Element x y z (Å)
C1 0.39503 1.18317 2.12325
C2 -0.82502 -0.47399 -2.48744
C3 0.44409 0.23714 0.96092
C4 -0.15595 0.55387 -0.28073
C5 -0.58824 -0.53480 -1.00876
C6 0.91015 -1.05799 1.02818
H1 -0.09691 1.55704 -0.69718
H2 -1.10952 -1.33807 -0.49854
H3 0.38891 0.64699 3.07865
H4 -0.50686 1.80133 2.10482
H5 1.26854 1.84259 2.11951
H6 1.41337 -1.54308 0.20068
H7 1.14355 -1.52287 1.98464
H8 -0.72686 -1.45920 -2.94925
H9 -1.83156 -0.09151 -2.69053
H10 -0.12272 0.19940 -2.98823

Computed properties:
multiplicity: 1
highest occupied orbital energy: -8.319 eV
SMILES string: C=C(C)/C=C/C
energy relative to the best compared isomer or geometry (same formula, charge and spin): 168.9 kJ/mol


(2)
This record from OMol25 describes 2 unconnected molecules or ions with the total composition C10H21N2. The level of theory is wB97M-V/def2-TZVPD.

Element x y z (Å)
C1 -3.25566 -0.11974 0.85907
C2 2.34850 1.32912 1.44970
C3 -2.07360 0.44909 0.79502
C4 1.03128 1.51769 1.50447
C5 -0.55055 -2.88836 -0.16203
C6 0.90339 1.32053 -1.62061
C7 1.95036 -1.12613 -0.96179
C8 0.23082 -1.75890 0.57777
C9 -1.29761 0.78812 -0.47093
C10 0.21226 0.38563 -0.60571
N1 0.70671 -0.78704 -0.37198
N2 -1.40878 2.15667 -0.73948
H1 -3.73976 -0.06963 1.81537
H2 -3.77300 -0.51361 -0.07550
H3 2.81388 0.37327 1.74362
H4 3.16307 1.98890 1.09674
H5 -1.75379 0.99055 1.63330
H6 0.37413 0.80810 2.16428
H7 -1.25195 -2.59553 -0.88493
H8 0.09725 -3.47228 -0.83444
H9 -0.87752 -3.58343 0.62459
H10 1.76061 1.77498 -1.16106
H11 0.07126 1.94710 -2.05622
H12 1.13335 0.63544 -2.44834
H13 2.28748 -2.10101 -0.84922
H14 1.90105 -1.03640 -2.07137
H15 2.77401 -0.50893 -0.57645
H16 -0.35907 -1.46422 1.51339
H17 1.19310 -2.16606 0.99711
H18 -1.81807 0.16777 -1.25167
H19 0.54000 2.45889 1.28200
H20 -0.94494 2.68918 -0.06683
H21 -2.38820 2.41019 -0.84784

Computed properties:
multiplicity: 1
net charge: +1
highest occupied orbital energy: -12.825 eV
energy relative to the best compared isomer or geometry (same formula, charge and spin): 280.8 kJ/mol


(3)
This record from OMol25 describes a molecular structure, C10H15F8NNbO6. The level of theory is wB97M-V/def2-TZVPD.

Element x y z (Å)
O1 -1.23911 -1.80031 -3.47471
C1 -1.57884 -0.90332 -4.17559
F1 -2.56196 -1.10346 -5.08602
N1 -1.10168 0.39423 -4.16725
Nb1 0.86812 0.64680 -5.09098
C2 -2.01965 1.38205 -4.53178
O2 -2.75873 1.49795 -5.45740
F2 -2.00879 2.33724 -3.56911
H1 0.46682 0.94631 -6.86696
H2 0.40093 2.41161 -4.81203
H3 1.91912 0.33439 -3.63108
H4 0.74914 -1.13427 -5.54402
H5 2.51762 1.03808 -5.70219
C3 2.17791 1.23947 2.47630
C4 0.99549 1.95014 1.86052
O3 1.38444 2.81192 0.76807
C5 1.57146 2.18568 -0.39298
O4 1.46124 1.01667 -0.60465
C6 1.91626 3.22366 -1.49063
F3 2.83575 4.09833 -1.03937
F4 0.81352 3.91614 -1.80299
F5 2.38349 2.63557 -2.57177
H6 2.93346 1.95661 2.80156
H7 1.84210 0.66130 3.33170
H8 2.64237 0.56243 1.76042
H9 0.51832 2.61255 2.58022
H10 0.25039 1.23868 1.50763
C7 -2.50915 -3.53390 2.42193
C8 -2.64780 -2.83133 3.75216
O5 -1.38815 -2.80530 4.47357
C9 -0.53632 -1.86943 4.09732
O6 -0.68104 -1.03879 3.24901
C10 0.75134 -1.93614 4.95975
F6 1.19054 -3.18658 5.11187
F7 0.51309 -1.42987 6.17848
F8 1.70057 -1.21706 4.37195
H11 -2.11211 -4.53933 2.56227
H12 -3.48410 -3.60520 1.94092
H13 -1.83844 -2.99085 1.75811
H14 -3.32748 -3.36137 4.41506
H15 -3.01012 -1.81131 3.63269

Computed properties:
multiplicity: 1
net charge: -1
highest occupied orbital energy: -5.695 eV


(4)
This record from OMol25 describes a molecular structure, C36H53AsF3LuN2O4PS. The level of theory is wB97M-V/def2-TZVPD.

Element x y z (Å)
Lu1 0.51290 -1.03479 0.37815
C1 1.97179 6.08797 -0.74035
C2 2.67857 5.40435 0.44857
C3 2.32265 6.14618 1.74315
C4 4.18378 5.52513 0.25784
C5 2.22693 3.94828 0.54370
C6 3.12382 2.89650 0.46044
C7 2.61352 1.59936 0.45000
N1 1.32943 1.27187 0.54988
C8 0.46179 2.29866 0.62549
C9 0.87611 3.63308 0.64741
C10 -0.96591 1.89094 0.75029
C11 -2.03771 2.72835 0.47790
C12 -3.34720 2.28495 0.62961
C13 -3.52454 0.96986 1.07471
C14 -2.38604 0.19525 1.30907
N2 -1.16024 0.62019 1.11818
C15 -4.59468 3.19694 0.46379
C16 -5.53089 2.50134 -0.52429
C17 -4.26011 4.59678 0.01525
C18 -5.32162 3.25579 1.82448
H1 2.27981 7.14028 -0.81914
H2 0.87490 6.04685 -0.59088
H3 2.25105 5.64037 -1.68057
H4 2.83822 7.13125 1.77340
H5 2.68992 5.62779 2.60539
H6 1.21917 6.26541 1.77977
H7 4.50979 6.56988 0.17843
H8 4.51384 5.03296 -0.66214
H9 4.68487 5.09304 1.06933
H10 4.18058 3.05515 0.28367
H11 3.33154 0.76810 0.44382
H12 0.14015 4.45168 0.58982
H13 -1.87615 3.70854 0.07155
H14 -4.51133 0.60736 1.32289
H15 -2.51104 -0.82323 1.62265
H16 -5.09402 2.35182 -1.50350
H17 -6.43813 3.12547 -0.75379
H18 -5.86589 1.53097 -0.13930
H19 -3.91183 4.58115 -1.04356
H20 -3.53657 5.13464 0.64672
H21 -5.15140 5.19710 0.01188
H22 -5.60507 2.25017 2.05036
H23 -6.17847 3.92945 1.76273
H24 -4.68447 3.63575 2.62009
C19 3.24793 -4.34947 2.11910
C20 3.27801 -4.01391 0.60569
P1 1.65764 -3.61490 -0.09931
C21 1.79501 -3.87436 -1.89611
C22 1.98340 -5.28044 -2.40716
C23 0.65549 -5.01180 0.47968
C24 -0.05579 -4.88823 1.82908
H25 4.28974 -4.35482 2.45871
H26 2.85212 -5.36794 2.23444
H27 2.67256 -3.61581 2.69959
H28 3.61236 -4.91193 0.05982
H29 3.99867 -3.23506 0.32304
H30 2.60382 -3.24776 -2.25314
H31 0.89874 -3.38208 -2.28382
H32 2.95594 -5.69273 -2.09437
H33 2.03998 -5.31051 -3.50588
H34 1.20515 -5.95708 -2.05585
H35 1.31034 -5.88073 0.47854
H36 -0.06403 -5.21651 -0.33500
H37 0.64969 -4.85120 2.62450
H38 -0.63354 -5.81382 1.94830
H39 -0.70863 -4.01838 1.88026
F1 2.81243 -2.08363 4.61209
C25 2.00766 -1.12245 4.12335
F2 1.78799 -0.22654 5.05080
F3 2.68902 -0.52833 3.11747
C26 0.73536 -1.81759 3.61404
O1 -0.00066 -2.30570 4.44862
O2 0.61975 -1.81844 2.34785
O3 2.25054 -0.86201 -1.04023
C27 1.51917 -0.36746 -1.99525
O4 0.26368 -0.32756 -1.81601
C28 2.14187 0.14647 -3.30967
C29 1.30955 0.41992 -4.38700
C30 1.85859 0.88334 -5.61737
C31 3.22472 1.08563 -5.71764
C32 4.07798 0.81405 -4.63493
C33 3.51947 0.33713 -3.45955
H40 0.26664 0.21295 -4.31055
H41 1.27028 1.06140 -6.47718
H42 3.68440 1.35010 -6.71484
H43 5.12331 1.05318 -4.67817
H44 4.15311 0.18902 -2.60273
C34 -4.92176 -2.69231 -0.74027
As1 -3.29013 -3.37821 0.03871
C35 -3.57957 -3.50698 1.95891
C36 -3.20141 -5.24315 -0.48041
S1 -1.64140 -2.35612 -0.82879
H45 -5.76738 -3.31142 -0.41014
H46 -4.80333 -2.66353 -1.81633
H47 -5.02922 -1.67132 -0.42573
H48 -4.42455 -4.21268 2.04035
H49 -3.93297 -2.58442 2.42159
H50 -2.72038 -3.93416 2.48797
H51 -4.23490 -5.60901 -0.52401
H52 -2.60940 -5.80537 0.22137
H53 -2.72486 -5.30422 -1.44930

Computed properties:
multiplicity: 1
net charge: +1
highest occupied orbital energy: -10.873 eV
energy relative to the best compared isomer or geometry (same formula, charge and spin): 43.2 kJ/mol


(5)
This record from OMol25 describes a molecular structure, C41H32AsN3ReS. The level of theory is wB97M-V/def2-TZVPD.

Element x y z (Å)
Re1 1.30487 -1.47961 0.07810
C1 3.63936 -1.73332 3.28113
C2 3.80227 -1.45204 1.81749
C3 3.43613 -2.41436 0.86393
C4 3.66033 -2.17838 -0.51286
C5 4.20692 -0.97150 -0.92687
C6 4.66106 -0.05541 0.02800
C7 4.47218 -0.29764 1.37005
H1 4.58407 -2.10535 3.68405
H2 2.87678 -2.48889 3.46412
H3 3.38995 -0.83416 3.84581
H4 3.17236 -3.40820 1.20173
H5 3.46768 -2.97037 -1.22734
H6 4.35709 -0.77980 -1.98122
H7 5.16543 0.84650 -0.29278
H8 4.84470 0.40915 2.10141
N1 -1.42954 7.04078 -4.99691
C8 -1.06374 6.11154 -4.43151
C9 -0.61015 4.94268 -3.72485
C10 0.54201 4.28187 -4.14443
C11 0.96634 3.14908 -3.47242
C12 0.25525 2.68803 -2.36692
C13 -0.89047 3.35764 -1.94428
C14 -1.32901 4.47858 -2.62662
C15 0.68329 1.47123 -1.63094
C16 0.58277 0.23436 -2.32499
C17 0.23051 0.03015 -3.64496
C18 0.28021 -1.35773 -3.90607
C19 0.65210 -1.96802 -2.74240
N2 0.84195 -1.02011 -1.74712
C20 1.11667 1.62292 -0.33479
C21 1.32168 2.85996 0.35253
C22 1.75702 2.56392 1.61338
C23 1.84194 1.15483 1.67872
N3 1.50643 0.57764 0.52952
H9 1.09722 4.65764 -4.99258
H10 1.86469 2.63813 -3.79464
H11 -1.44995 2.98380 -1.09548
H12 -2.22355 4.99878 -2.31278
H13 -0.03057 0.80324 -4.34842
H14 0.06756 -1.84768 -4.84143
H15 0.78626 -3.01657 -2.52787
H16 1.17266 3.83604 -0.07890
H17 2.00420 3.24790 2.40810
H18 2.09427 0.56472 2.54372
S1 0.72670 -3.56442 0.64213
C24 -1.03433 -3.82075 0.57776
C25 -1.53409 -5.11373 0.51220
C26 -2.91060 -5.29903 0.47671
C27 -3.77512 -4.21307 0.53049
C28 -3.27091 -2.92133 0.61955
C29 -1.89717 -2.73430 0.63969
As1 -1.05405 -1.03007 0.81029
C30 -2.17478 0.16907 -0.17764
C31 -2.38221 -0.14608 -1.52017
C32 -3.25861 0.61699 -2.27465
C33 -3.93382 1.68107 -1.68856
C34 -3.73776 1.98104 -0.34858
C35 -2.85602 1.22600 0.41596
C36 -1.04054 -0.59830 2.67625
C37 -1.10799 -1.64825 3.58972
C38 -1.03981 -1.37664 4.94893
C39 -0.91200 -0.06733 5.39131
C40 -0.84786 0.97728 4.47813
C41 -0.90390 0.71602 3.11741
H19 -0.86362 -5.96295 0.48263
H20 -3.30955 -6.30213 0.41108
H21 -4.84436 -4.37190 0.50667
H22 -3.94299 -2.07315 0.66965
H23 -1.88797 -0.99966 -1.97077
H24 -3.42873 0.37158 -3.31465
H25 -4.62826 2.26725 -2.27572
H26 -4.28179 2.79491 0.11217
H27 -2.73670 1.45016 1.46802
H28 -1.22848 -2.67018 3.25158
H29 -1.09898 -2.18793 5.66168
H30 -0.87261 0.14157 6.45183
H31 -0.76197 1.99824 4.82602
H32 -0.84837 1.53804 2.41346

Computed properties:
multiplicity: 2
net charge: +2
highest occupied orbital energy (spin up / spin down): -13.935 / -13.916 eV
energy relative to the best compared isomer or geometry (same formula, charge and spin): 29.7 kJ/mol


(6)
This record from OMol25 describes 2 unconnected molecules or ions with the total composition C6H13NO. The level of theory is wB97M-V/def2-TZVPD.

Element x y z (Å)
C1 -1.13823 0.58207 -1.29505
N1 -1.37271 1.93980 -1.05282
C2 0.53963 0.14941 -0.94111
C3 0.77303 -0.80899 -1.86397
H1 -1.02281 2.55951 -1.77095
H2 -1.09533 2.25355 -0.13117
H3 -1.42903 0.31698 -2.30774
H4 -1.64830 -0.05491 -0.57576
H5 1.13364 1.05694 -0.98794
H6 1.64850 -0.78921 -2.49937
H7 0.17535 -1.71064 -1.89981
C4 0.32218 -1.78532 1.22769
C5 0.03955 0.64145 1.88108
C6 0.84676 -0.35758 1.03742
O1 2.10447 -0.19815 1.05523
H8 -1.03262 0.59591 1.66705
H9 0.04175 -1.96289 2.26456
H10 -0.56390 -1.97239 0.61373
H11 1.07590 -2.50834 0.92174
H12 0.18193 0.40262 2.93252
H13 0.42023 1.65020 1.72466

Computed properties:
multiplicity: 1
highest occupied orbital energy (spin up / spin down): -8.646 / -8.649 eV
SMILES string: CC(C)=O.C=CCN
energy relative to the best compared isomer or geometry (same formula, charge and spin): 450.7 kJ/mol


(7)
This record from OMol25 describes a molecular structure, C39H46CdN3O2P2Te. The level of theory is wB97M-V/def2-TZVPD.

Element x y z (Å)
Cd1 0.19840 -1.35747 1.13452
C1 -0.46101 -0.16509 5.00255
P1 -0.05507 -1.49024 3.82417
C2 1.25904 -2.41803 4.68383
C3 -1.49997 -2.61937 4.01785
C4 -1.44281 -3.83934 3.08026
P2 -1.53851 -3.35022 1.31191
C5 -3.33171 -3.24534 1.02727
C6 -1.08237 -4.86198 0.40970
H1 -0.75527 -0.58681 5.96487
H2 -1.27462 0.44232 4.60248
H3 0.40794 0.47728 5.14557
H4 0.94209 -2.70629 5.68746
H5 2.15221 -1.79619 4.75300
H6 1.52444 -3.31003 4.11623
H7 -2.40029 -2.02890 3.82180
H8 -1.54802 -2.93974 5.06068
H9 -2.26031 -4.52966 3.29964
H10 -0.51039 -4.39104 3.22604
H11 -3.77853 -4.22641 1.19359
H12 -3.52303 -2.93035 0.00090
H13 -3.79212 -2.52250 1.70003
H14 -1.70736 -5.70180 0.71541
H15 -0.03544 -5.10586 0.59005
H16 -1.20678 -4.67991 -0.65914
C7 -1.65312 3.42447 -3.88521
C8 -1.18326 2.23216 -3.09151
C9 -1.01611 0.98275 -3.67125
C10 -0.57437 -0.12978 -2.95809
C11 -0.57475 -1.48288 -3.60080
O1 -0.99035 -2.45771 -3.00736
C12 -0.09878 -1.61896 -5.01922
C13 0.83168 -0.74573 -5.57395
C14 1.26867 -0.92716 -6.87904
C15 0.77069 -1.97721 -7.63690
C16 -0.15360 -2.85724 -7.08533
C17 -0.58000 -2.68210 -5.77960
C18 -0.23698 -0.00615 -1.59638
O2 0.31579 -0.99051 -0.93543
C19 -0.49203 1.25005 -0.98927
C20 -0.92744 2.33771 -1.72678
C21 -0.31514 1.29571 0.49159
N1 -1.13773 0.73052 1.30317
C22 -2.45247 0.30097 0.81319
C23 -3.41364 1.47128 0.69564
Te1 -3.41591 2.84500 2.35255
C24 -2.37923 4.33582 1.27748
C25 -2.96477 4.90323 0.14575
C26 -2.27504 5.85660 -0.59143
C27 -1.00059 6.25219 -0.20371
C28 -0.42140 5.69977 0.92993
C29 -1.11001 4.74640 1.67364
C30 0.92792 1.87404 1.07315
C31 1.99650 2.22859 0.25697
C32 3.15190 2.76154 0.81405
C33 3.23594 2.96081 2.18512
C34 2.16177 2.62252 3.00567
C35 1.01523 2.07824 2.45218
H17 -1.77008 3.17187 -4.93861
H18 -0.94260 4.25039 -3.81544
H19 -2.61491 3.79272 -3.52120
H20 -1.27252 0.85581 -4.71874
H21 1.23153 0.06634 -4.97792
H22 1.99525 -0.24719 -7.30523
H23 1.10436 -2.11240 -8.65774
H24 -0.53857 -3.67917 -7.67478
H25 -1.29244 -3.36016 -5.32832
H26 -1.09024 3.28649 -1.22264
H27 -2.84086 -0.41846 1.53606
H28 -2.39197 -0.19411 -0.16326
H29 -4.43046 1.10922 0.55171
H30 -3.14327 2.08920 -0.16044
H31 -3.96295 4.61066 -0.15802
H32 -2.73856 6.29807 -1.46501
H33 -0.46677 6.99901 -0.77773
H34 0.57108 6.00430 1.23789
H35 -0.65034 4.31884 2.55794
H36 1.91945 2.08390 -0.81378
H37 3.98389 3.02800 0.17514
H38 4.13074 3.39181 2.61595
H39 2.21725 2.80513 4.07182
H40 0.15596 1.83752 3.06445
C36 5.52550 -3.29824 0.24451
N2 4.45310 -2.47469 0.79792
C37 4.59618 -1.26603 1.43972
C38 3.34410 -0.86879 1.78686
N3 2.43923 -1.82547 1.37741
C39 3.14388 -2.76691 0.78070
H41 6.46068 -2.75453 0.33608
H42 5.33726 -3.50099 -0.80700
H43 5.60629 -4.23582 0.78951
H44 5.55742 -0.80135 1.57466
H45 3.03660 0.03166 2.29563
H46 2.74690 -3.65861 0.32244

Computed properties:
multiplicity: 1
net charge: +1
highest occupied orbital energy: -9.551 eV


(8)
This record from OMol25 describes a molecular structure, C2H8CsO3. The level of theory is wB97M-V/def2-TZVPD.

Element x y z (Å)
Cs1 -1.13236 -1.74754 -1.55102
O1 -3.13606 -1.99395 -3.67252
H1 -3.84456 -1.34905 -3.56222
H2 -3.54627 -2.72982 -4.14046
C1 1.02287 0.06043 1.16052
C2 1.95838 1.25280 1.18032
O2 1.40629 2.37509 1.85378
O3 -0.18951 0.46104 0.49221
H3 0.77392 -0.18053 2.19980
H4 1.50041 -0.78687 0.66482
H5 2.17540 1.58409 0.16460
H6 2.90514 0.93904 1.63841
H7 1.05338 2.11101 2.70781
H8 -0.94703 0.00426 0.86396

Computed properties:
multiplicity: 1
net charge: +1
highest occupied orbital energy: -13.153 eV
energy relative to the best compared isomer or geometry (same formula, charge and spin): 9.4 kJ/mol


Quick rundown of F_max, same order as above: 2.2; 3.0; 1.1; 2.0; 0.4; 4.4; 0.5; 1.0 eV Å⁻¹